DFT (wB97M-V/def2-TZVPD) results for C60H64As2GaN4O8P2S3 as an isolated structure in a non-equilibrium geometry.

The molecular weight is 1346.91 g mol⁻¹. The spin multiplicity is 1. As for the HOMO-LUMO gap: 0.2936 Ha. As for the LUMO energy: -6.761 eV. For the max |F|, the calculation gives 0.041 Eh/bohr. As for the charge: +3. The calculation puts the highest occupied orbital energy at -14.8 eV. For the total energy, the calculation gives -11418.29431 hartree. As for the energy relative to the best compared isomer or geometry (same formula, charge and spin): 86.71 kJ/mol.

Last column: Mulliken charge in e.
Geometry (Å):
Ga1 1.400 0.339 1.099  -0.9624
C1 2.113 1.175 4.978  -1.2371
P1 1.458 -0.017 3.737  2.0733
C2 0.016 -0.759 4.606  -1.0806
C3 2.752 -1.288 3.904  0.4690
C4 2.764 -2.199 4.956  -1.0934
C5 3.836 -3.056 5.132  -0.9266
C6 4.919 -2.994 4.268  -0.9056
C7 4.908 -2.111 3.202  -1.0180
C8 3.824 -1.260 3.001  0.3319
P2 3.759 -0.179 1.537  1.6773
C9 4.689 1.341 1.929  -1.3653
C10 4.815 -1.033 0.313  -0.8703
H1 2.261 0.665 5.929  0.4986
H2 1.428 2.010 5.111  0.3503
H3 3.074 1.558 4.637  0.3256
H4 0.141 -0.674 5.685  0.7408
H5 -0.077 -1.806 4.324  0.2467
H6 -0.894 -0.239 4.308  -0.2395
H7 1.936 -2.244 5.648  0.4397
H8 3.833 -3.765 5.945  0.4982
H9 5.768 -3.642 4.419  0.4743
H10 5.755 -2.082 2.532  0.4953
H11 5.635 1.110 2.422  0.4785
H12 4.084 1.986 2.567  0.2749
H13 4.874 1.868 0.991  0.3491
H14 5.858 -0.750 0.474  0.7238
H15 4.517 -0.744 -0.694  -0.1982
H16 4.697 -2.110 0.413  0.4067
N1 -0.061 -0.769 1.142  0.5179
S1 -1.317 -1.503 0.912  2.3616
N2 -2.632 -0.704 1.451  -0.5179
S2 -3.096 0.598 0.705  1.3259
N3 -1.991 1.516 0.101  0.1278
S3 -0.866 2.494 0.826  2.3811
N4 0.536 2.024 1.013  0.2141
C11 -0.949 3.976 -0.176  0.5343
C12 -2.071 4.246 -0.944  -0.2067
C13 -2.202 5.495 -1.528  -0.9079
C14 -1.223 6.456 -1.330  -0.7367
C15 -0.091 6.166 -0.582  -0.7905
C16 0.052 4.918 0.001  -1.1877
C17 -1.631 3.015 2.372  -0.6408
C18 -1.146 2.468 3.543  0.5587
C19 -1.709 2.832 4.753  -0.1254
C20 -2.749 3.749 4.774  -1.2637
C21 -3.217 4.310 3.594  -0.8707
C22 -2.653 3.947 2.382  -0.6552
C23 -4.238 1.385 1.837  1.0942
C24 -5.090 2.350 1.321  -0.7727
C25 -6.041 2.917 2.152  -0.8689
C26 -6.133 2.513 3.476  -0.7870
C27 -5.278 1.541 3.975  -0.7366
C28 -4.322 0.968 3.153  -0.2652
C29 -4.134 0.035 -0.644  0.3543
C30 -4.069 0.515 -1.937  0.2644
C31 -4.874 -0.070 -2.903  -0.5988
C32 -5.734 -1.105 -2.571  -0.7987
C33 -5.823 -1.544 -1.257  -0.9184
C34 -5.019 -0.974 -0.287  -1.3419
C35 -1.608 -1.881 -0.833  0.1133
C36 -0.847 -1.016 -1.775  0.6829
C37 -1.047 -1.356 -3.272  1.9678
C38 -2.018 -2.454 -3.575  -1.4037
C39 -2.685 -3.110 -2.621  -1.6114
C40 -2.486 -2.809 -1.218  -0.1056
C41 -1.321 -3.010 1.882  0.6609
C42 -2.482 -3.666 2.250  -0.2657
C43 -2.388 -4.799 3.044  -1.0606
C44 -1.147 -5.264 3.456  -0.8587
C45 0.012 -4.598 3.080  -0.5855
C46 -0.077 -3.463 2.293  -1.5073
H17 -2.818 3.481 -1.078  0.5407
H18 -3.075 5.723 -2.121  0.5442
H19 -1.344 7.437 -1.762  0.4684
H20 0.669 6.919 -0.439  0.4978
H21 0.919 4.664 0.591  0.5075
H22 -0.313 1.781 3.465  -0.7377
H23 -1.335 2.413 5.675  0.5254
H24 -3.187 4.041 5.714  0.4689
H25 -4.011 5.039 3.615  0.5621
H26 -2.988 4.395 1.461  0.5821
H27 -5.011 2.644 0.286  0.4170
H28 -6.717 3.661 1.760  0.5005
H29 -6.880 2.951 4.119  0.4747
H30 -5.367 1.215 5.000  0.5275
H31 -3.653 0.200 3.506  0.3890
H32 -3.385 1.309 -2.187  0.3247
H33 -4.827 0.282 -3.921  0.5781
H34 -6.338 -1.573 -3.333  0.4799
H35 -6.511 -2.332 -0.995  0.5121
H36 -5.060 -1.298 0.742  0.3666
H37 -1.077 0.035 -1.534  0.3199
H38 0.334 -2.940 -3.181  1.0029
H39 -2.125 -2.710 -4.619  0.6539
H40 -3.382 -3.894 -2.870  0.5361
H41 -3.054 -3.369 -0.490  0.5918
H42 -3.441 -3.279 1.945  0.4188
H43 -3.283 -5.320 3.345  0.5055
H44 -1.081 -6.146 4.073  0.4843
H45 0.979 -4.958 3.402  0.5784
H46 0.802 -2.897 2.010  0.5552
C47 6.584 1.587 -2.421  -0.8037
O1 5.510 0.706 -2.754  -0.1399
C48 4.314 0.979 -2.305  0.0462
O2 4.028 1.875 -1.524  -0.5790
C49 3.226 0.074 -2.757  0.0193
C50 3.243 -0.668 -3.863  1.3764
As1 1.919 -1.845 -4.700  0.2419
C51 1.446 -0.511 -6.081  -1.1269
C52 0.431 -1.853 -3.314  -2.2306
C53 0.680 -1.255 -1.911  0.6532
As2 1.706 0.441 -1.571  1.7334
C54 0.898 1.843 -2.669  -1.1976
C55 1.336 -2.232 -0.975  -0.7492
O3 2.033 -1.897 -0.027  -0.0534
O4 1.164 -3.495 -1.299  -0.3588
C56 1.877 -4.495 -0.570  -0.5092
C57 -1.424 -0.148 -4.122  -0.7077
O5 -1.667 0.938 -3.655  -0.4615
O6 -1.481 -0.452 -5.400  -0.3197
C58 -1.853 0.581 -6.316  -0.8610
C59 4.453 -0.740 -4.751  -0.5289
O7 4.912 0.172 -5.375  -0.5303
O8 4.842 -2.011 -4.794  -0.3269
C60 5.992 -2.349 -5.575  -0.8126
H47 7.377 1.368 -3.130  0.2878
H48 6.922 1.395 -1.402  0.2724
H49 6.272 2.627 -2.510  0.3532
H50 2.337 -0.333 -6.687  0.4823
H51 1.112 0.434 -5.655  0.3069
H52 0.672 -0.931 -6.719  0.3461
H53 0.853 1.549 -3.718  -0.0149
H54 1.541 2.720 -2.577  0.7564
H55 -0.098 2.101 -2.313  -0.1031
H56 1.860 -5.385 -1.196  0.3679
H57 1.382 -4.689 0.384  0.0985
H58 2.904 -4.178 -0.390  0.2087
H59 -1.463 0.285 -7.286  0.3132
H60 -1.434 1.538 -5.999  0.4008
H61 -2.939 0.668 -6.361  0.3186
H62 5.752 -3.269 -6.103  0.2740
H63 6.841 -2.506 -4.910  0.2678
H64 6.215 -1.554 -6.284  0.3870